18
Properties=species:S:1:pos:R:3:forces:R:3:lowdin_charge:R:1 method="wB97M-V/def2-TZVPD" gap_ev=8.89 de_lowest_kcal_mol=0.0 spin_multiplicity=1 total_charge=+1 largest_force_ha_per_bohr=0.07298
C -0.1713 -0.3022 0.1176 -0.816 1.192 -1.640 -0.478
C 2.2286 0.1655 0.7414 -0.123 1.868 -3.103 0.041
C 1.3655 0.5633 -1.5269 2.047 1.421 0.026 -0.057
N -0.4108 -0.8491 1.2652 0.002 -0.788 2.791 -0.233
N -2.7482 -1.5059 0.5838 -0.827 -1.651 0.631 -0.738
N -1.1167 -0.2920 -0.9280 -1.000 2.539 -1.783 -0.131
N 0.9934 0.2811 -0.1852 0.875 -0.809 2.137 -0.133
S -1.7582 -1.4321 1.9009 0.071 1.167 -2.877 0.736
S -2.8968 -0.6592 -0.6826 2.839 0.518 2.398 0.753
Cl -2.6685 0.0266 3.1059 0.566 -0.332 -0.326 0.235
Cl -3.8346 1.0037 0.1398 0.308 0.252 -0.967 0.254
H 2.6941 1.2239 0.7849 -0.845 -1.775 0.120 0.132
H 1.7709 -0.1207 1.6309 0.314 -0.827 1.852 0.043
H 2.9620 -0.5096 0.1846 -1.070 0.549 1.371 0.122
H 2.4996 0.5982 -1.4991 -1.510 0.233 -0.590 0.122
H 1.0708 -0.2440 -2.1112 -0.402 -1.282 -1.585 0.078
H 0.9693 1.5122 -1.9047 0.134 -0.081 0.020 0.110
H -0.9490 0.5404 -1.6172 -0.564 -2.191 1.525 0.145

83
Properties=species:S:1:pos:R:3:forces:R:3:mulliken_spin:R:1 method="wB97M-V/def2-TZVPD" gap_ev="7.00 / 4.38" s_squared=8.8096 de_lowest_kcal_mol=9.8 spin_multiplicity=6 total_charge=+2 largest_force_ha_per_bohr=0.05048
C -4.3320 -3.3580 -7.6457 0.804 0.453 -1.055 0.001
C -3.1906 -2.5400 -7.6103 -0.057 0.325 0.933 0.001
C -2.4953 -2.1265 -8.7690 -1.033 -0.897 -0.053 0.000
C -2.9603 -2.6513 -9.9832 -0.180 0.059 1.820 0.000
N -4.0025 -3.4750 -9.9865 -0.608 -0.475 -1.360 0.000
C -4.7031 -3.8161 -8.9092 0.740 0.612 0.714 0.000
C -2.6730 -2.1353 -6.3129 1.358 1.055 0.617 0.002
C -2.0094 -1.7026 -5.3760 -0.287 -1.243 -2.121 0.001
C -0.9236 -1.5630 -4.4496 -0.038 -0.504 -0.422 0.012
C -1.1702 -0.8036 -3.3226 1.175 0.227 0.250 0.011
C -0.2196 -0.7263 -2.3011 0.354 -1.994 -0.699 0.147
C 0.8586 -1.7440 -2.3457 -1.677 1.246 -0.711 -0.028
C 1.1663 -2.4696 -3.5168 -0.490 0.452 0.416 -0.005
C 0.3176 -2.2475 -4.6362 -0.447 0.106 1.235 0.019
Mn 0.4169 0.7646 -0.8349 0.253 -1.089 0.867 3.979
P -0.8198 2.6573 -0.5705 -0.064 -0.443 -0.865 0.037
H -1.6527 -1.4589 -8.7423 0.151 0.080 0.221 0.000
H -4.8741 -3.6096 -6.7517 -0.014 -0.087 0.156 0.000
H -2.4461 -2.3889 -10.9018 -0.319 -0.248 -0.150 0.000
H -5.5685 -4.4714 -8.9778 0.191 0.066 -0.515 0.000
H 0.4921 -2.6533 -5.6147 0.158 -0.491 -0.085 0.001
H -2.1146 -0.2701 -3.2316 0.255 0.025 -0.093 0.000
H 2.0154 -3.2237 -3.3923 -1.332 1.131 -0.875 0.003
H -0.7821 0.0374 -1.6127 -0.040 -1.259 -0.060 -0.181
C 0.2233 3.3628 0.7508 -0.134 1.121 0.067 0.018
C 0.5960 4.8197 0.5393 0.528 0.781 0.421 0.010
H 1.1330 2.7563 0.8610 -0.126 -0.004 -0.070 -0.020
H -0.3191 3.2405 1.6947 -0.066 -0.102 -0.092 0.011
H 1.2276 5.2019 1.3518 -0.097 -0.202 -0.105 -0.001
H 1.1745 4.9639 -0.3768 -0.085 -0.022 -0.025 0.000
H -0.2695 5.4867 0.5029 0.149 -0.239 -0.114 0.000
C -0.4431 3.3057 -2.2864 0.550 0.315 0.244 -0.003
C -1.5930 3.3085 -3.2870 -0.655 -0.031 -0.254 0.012
H 0.2886 2.5729 -2.6727 -0.822 0.465 0.157 0.018
H 0.0827 4.2759 -2.2319 -0.301 -0.267 -0.161 0.000
H -1.2027 3.5106 -4.3021 -0.161 -0.095 0.494 0.000
H -2.0971 2.3156 -3.3239 0.272 0.643 0.040 -0.003
H -2.3542 4.0829 -3.0755 0.370 -0.457 -0.052 0.000
C -2.5465 3.0956 -0.2966 -0.442 0.263 0.349 0.009
C -2.6995 4.6138 -0.2159 -0.428 0.478 0.166 -0.001
H -2.8785 2.6058 0.6287 0.071 0.179 -0.111 -0.004
H -3.1755 2.6779 -1.0958 0.358 0.035 0.075 -0.003
H -3.7486 4.9207 -0.1884 0.042 -0.196 -0.014 0.000
H -2.2499 5.0106 0.6978 -0.043 -0.087 -0.138 0.000
H -2.2541 5.1338 -1.0725 0.016 -0.174 0.172 0.000
Br 1.7367 -2.3315 -0.8034 -0.419 -0.293 0.907 0.027
P 3.4478 1.0450 -2.6252 -0.242 0.804 -0.330 0.620
C 2.6342 2.6053 -2.2270 -0.897 -0.278 -0.384 0.107
C 3.5234 3.7925 -2.5253 0.435 0.691 0.200 0.015
H 2.2244 2.5935 -1.2048 0.311 0.049 -0.053 -0.017
H 1.7440 2.6271 -2.8775 0.962 0.059 0.057 -0.007
H 2.9556 4.7043 -2.7458 0.000 -0.247 0.166 0.003
H 4.2012 4.0047 -1.6875 -0.101 -0.069 -0.306 0.003
H 4.1169 3.5640 -3.4060 0.203 0.207 -0.107 -0.007
C 3.8980 0.0816 -1.1861 -0.311 -1.017 0.196 0.039
C 5.3046 -0.4543 -1.4369 0.445 -0.386 0.430 0.020
H 3.1808 -0.7590 -1.0709 0.699 0.693 -0.137 0.051
H 3.8053 0.6618 -0.2498 0.145 0.193 -0.620 -0.006
H 5.7561 -0.9050 -0.5414 -0.305 0.135 -0.216 0.005
H 5.3288 -1.2068 -2.2275 -0.116 0.029 0.014 -0.002
H 5.9284 0.3682 -1.7445 0.535 0.189 -0.062 -0.004
C 2.8858 0.3112 -4.2159 -0.381 -0.946 -0.027 0.027
C 3.5916 0.6456 -5.5438 0.430 0.304 0.040 0.038
H 1.8038 0.4705 -4.3121 0.051 0.232 0.234 0.026
H 2.9487 -0.7685 -4.0365 0.216 0.113 0.021 -0.016
H 3.3128 -0.0707 -6.3388 0.005 0.177 0.620 0.001
H 3.3169 1.6387 -5.9267 0.212 -0.212 0.280 -0.002
H 4.6804 0.5846 -5.4035 -0.309 0.122 -0.247 -0.008
N -1.6113 -3.2373 4.6507 0.443 0.504 -0.866 0.000
C -0.8331 -2.5904 3.6882 -0.225 -0.251 2.574 0.002
O 0.3806 -2.6731 3.7341 -0.287 -0.080 -0.769 0.000
C -1.5330 -1.7046 2.7086 -0.700 -0.425 -0.113 0.000
C -2.9305 -1.5104 2.6918 0.552 0.136 -0.318 -0.002
C -3.4777 -0.7855 1.6499 0.536 0.868 -1.695 0.001
C -2.6136 -0.2902 0.6293 0.259 -0.396 1.381 0.018
N -1.2510 -0.4148 0.7192 -0.839 0.276 -0.397 0.023
C -0.7302 -1.1131 1.7355 -1.160 0.445 0.289 0.016
H -1.0793 -3.7801 5.3369 -0.487 0.466 -0.385 0.000
H -2.5634 -2.9441 4.8694 0.708 -0.387 -0.112 0.000
H -3.6130 -1.8811 3.4511 0.332 -0.137 -0.036 0.000
H -4.5503 -0.5591 1.5324 0.639 -0.357 0.326 0.001
H -3.0882 0.2700 -0.2038 0.838 -0.440 0.439 -0.008
H 0.3453 -1.1340 1.8652 -0.028 -0.282 -0.209 -0.008